--- a ---
This record from the OMol25 dataset describes 2 unconnected molecules or ions with the total composition C14H16. The level of theory is wB97M-V/def2-TZVPD.

The geometry in ORCA input format:
```
! wB97M-V def2-TZVPD RIJCOSX def2/J DEFGRID3
* xyz 0 1
C -4.9449 -1.9292 0.9468
C -3.6784 -1.2294 0.5643
C -3.5350 -0.6107 -0.6769
C -2.5295 0.3127 -0.9110
C -1.6602 0.6991 0.0978
C -1.7166 0.0199 1.3103
C -2.7024 -0.9329 1.5133
H -4.7837 -2.9660 1.2433
H -5.6920 -1.8982 0.1572
H -5.4066 -1.4293 1.7965
H -4.2289 -0.8232 -1.4846
H -2.4891 0.8630 -1.8432
H -1.0097 1.5527 -0.0428
H -1.0145 0.2422 2.1043
H -2.6992 -1.4900 2.4473
C 4.7756 1.7158 0.7840
C 3.6577 1.0641 0.0338
C 3.7045 0.9163 -1.3515
C 2.7449 0.1920 -2.0445
C 1.6863 -0.3809 -1.3429
C 1.6059 -0.2359 0.0275
C 2.5747 0.5146 0.7063
H 4.9571 2.7739 0.6120
H 5.7286 1.1942 0.6730
H 4.5756 1.6641 1.8593
H 4.5310 1.3174 -1.9312
H 2.8820 0.0253 -3.1050
H 0.9094 -0.8762 -1.9116
H 0.7518 -0.6240 0.5598
H 2.6022 0.3523 1.7817
*
```

Computed properties:
**SMILES**: Cc1ccccc1.Cc1ccccc1
**Kohn-Sham gap**: 9.843 eV
**E_HOMO**: -8.867 eV



--- b ---
This record from the OMol25 dataset describes 2 unconnected molecules or ions with the total composition C14H16. The level of theory is wB97M-V/def2-TZVPD.

The geometry in ORCA input format:
```
! wB97M-V def2-TZVPD RIJCOSX def2/J DEFGRID3
* xyz 0 1
C 1.5206 -3.4847 0.1068
C 0.0767 -3.0643 0.2069
C -0.7227 -2.8751 -0.9271
C -2.0041 -2.3591 -0.8280
C -2.4648 -1.9343 0.4078
C -1.6969 -2.1124 1.5556
C -0.4677 -2.7509 1.4419
H 1.8144 -3.7402 -0.9050
H 1.6770 -4.4007 0.6741
H 2.1597 -2.6659 0.4160
H -0.3582 -3.3319 -1.8411
H -2.6138 -2.2774 -1.7083
H -3.4617 -1.5191 0.4839
H -2.1337 -1.6918 2.4488
H 0.0509 -2.9386 2.3667
C 1.2567 4.3821 -1.9110
C 0.9046 3.3340 -0.8809
C 0.2891 2.1655 -1.2823
C 0.1877 1.0889 -0.3905
C 0.4173 1.3180 0.9511
C 0.8985 2.5327 1.4057
C 1.1242 3.5431 0.4857
H 1.4097 5.3397 -1.4171
H 0.4104 4.5134 -2.5974
H 2.0744 3.9836 -2.5094
H 0.0071 1.9634 -2.3117
H -0.0197 0.1027 -0.7850
H 0.2648 0.5226 1.6796
H 0.9298 2.7476 2.4631
H 1.4255 4.5568 0.7045
*
```

Computed properties:
**SMILES**: Cc1ccccc1.Cc1ccccc1
**Kohn-Sham gap**: 9.802 eV
**E_HOMO**: -8.843 eV



Question: which arrangement is favored energetically? Ranking from most to least stable: a, b.



--- a ---
This record from the OMol25 dataset describes 2 unconnected molecules or ions with the total composition C14H16. The level of theory is wB97M-V/def2-TZVPD.

The geometry in ORCA input format:
```
! wB97M-V def2-TZVPD RIJCOSX def2/J DEFGRID3
* xyz 0 1
C -2.1578 -1.9811 2.1493
C -0.9450 -1.8905 1.2535
C -0.7557 -2.8109 0.2369
C 0.4467 -2.8886 -0.4512
C 1.4519 -1.9754 -0.1844
C 1.2705 -1.0322 0.8106
C 0.1084 -1.0281 1.5615
H -2.0608 -2.8772 2.7491
H -3.1002 -1.9172 1.6071
H -2.2056 -1.1530 2.8582
H -1.5208 -3.5225 -0.0341
H 0.5525 -3.6842 -1.1877
H 2.3627 -2.0326 -0.7635
H 2.0463 -0.2895 0.9630
H 0.0324 -0.2888 2.3476
C -0.4085 1.0481 -2.8231
C 0.1073 1.6328 -1.5359
C -0.8037 2.1699 -0.6256
C -0.3918 2.6478 0.6104
C 0.9650 2.6830 0.9243
C 1.8575 2.4029 -0.0941
C 1.4673 1.8665 -1.3105
H -0.1319 0.0025 -2.9525
H -0.0155 1.6119 -3.6682
H -1.4997 1.0665 -2.8313
H -1.8543 2.1297 -0.8623
H -1.1609 2.9236 1.3254
H 1.2646 3.1057 1.8769
H 2.9135 2.5399 0.1189
H 2.1655 1.5406 -2.0684
*
```

Computed properties:
**SMILES**: Cc1ccccc1.Cc1ccccc1
**Kohn-Sham gap**: 9.825 eV
**E_HOMO**: -8.878 eV



--- b ---
This record from the OMol25 dataset describes 2 unconnected molecules or ions with the total composition C14H16. The level of theory is wB97M-V/def2-TZVPD.

The geometry in ORCA input format:
```
! wB97M-V def2-TZVPD RIJCOSX def2/J DEFGRID3
* xyz 0 1
C -0.2025 1.2526 -4.8480
C -0.7865 1.2948 -3.4504
C -1.4572 2.3170 -2.8394
C -1.9145 2.2183 -1.5111
C -2.0268 0.9725 -0.9500
C -1.7566 -0.2291 -1.6559
C -1.2520 0.0558 -2.9192
H 0.7538 0.7691 -4.9753
H -0.1305 2.1999 -5.3815
H -0.9738 0.5225 -5.2356
H -1.5015 3.2969 -3.3252
H -2.2101 3.0837 -0.9326
H -2.4719 0.8746 0.0758
H -2.2668 -1.1558 -1.4192
H -1.1852 -0.7532 -3.6281
C 3.2783 -1.9518 3.3787
C 1.8509 -1.5067 3.0573
C 1.4171 -1.5794 1.7278
C 0.1616 -0.9867 1.4313
C -0.5445 -0.3011 2.3972
C -0.0646 -0.1750 3.6768
C 1.1280 -0.7683 4.0154
H 3.2853 -2.8910 2.8051
H 3.4446 -2.2111 4.4423
H 4.1029 -1.2338 3.2406
H 1.9541 -2.1353 0.9861
H -0.2407 -1.1827 0.4264
H -1.4659 0.1586 2.0510
H -0.4962 0.5293 4.3676
H 1.5710 -0.4847 4.9922
*
```

Computed properties:
**SMILES**: Cc1ccccc1.Cc1ccccc1
**Kohn-Sham gap**: 9.783 eV
**E_HOMO**: -8.870 eV



Question: which arrangement is favored energetically? Ranking from most to least stable: a, b.



--- a ---
This record from the OMol25 dataset describes 2 unconnected molecules or ions with the total composition C5H9FO2. The level of theory is wB97M-V/def2-TZVPD.

The geometry in ORCA input format:
```
! wB97M-V def2-TZVPD RIJCOSX def2/J DEFGRID3
* xyz 0 1
C 2.4314 -1.0300 0.2384
C 0.6623 0.3934 0.2011
C -0.1002 1.6159 -0.3927
C -1.6222 -0.6636 0.3117
C -2.1234 -1.7637 -0.2246
H 1.7081 -1.8243 -0.0971
H 3.3562 -1.0583 -0.7247
H 2.8289 -0.9018 1.3474
H 0.8576 0.2890 1.3379
H -0.3119 1.2037 -1.4574
H 0.4503 2.6976 -0.5967
H -2.2265 -0.0625 1.0386
H -3.2120 -2.0442 -0.0436
H -1.4060 -2.8734 -0.9094
O 1.9825 0.2221 -0.2242
O -0.2341 -0.7090 -0.1240
F -1.2799 1.9063 0.2318
*
```

Computed properties:
**Kohn-Sham gap**: 10.082 eV
**E_HOMO**: -9.052 eV



--- b ---
This record from the OMol25 dataset describes a single C5H9FO2 molecule. The level of theory is wB97M-V/def2-TZVPD.

The geometry in ORCA input format:
```
! wB97M-V def2-TZVPD RIJCOSX def2/J DEFGRID3
* xyz 0 1
O 1.4806 1.4460 0.3753
C 1.9432 0.2431 -0.2323
C 1.0278 -0.9122 -0.2010
C 0.1459 -1.1069 1.0429
C -1.0559 -0.9712 0.0160
C -1.9927 0.2314 0.1010
F -1.3634 1.3801 -0.1469
O -0.1206 -0.6925 -1.0670
H 0.5198 1.4842 0.1631
H 2.2352 0.4465 -1.2323
H 2.8847 0.0094 0.3575
H 1.6180 -1.7859 -0.5762
H 0.2926 -2.0315 1.4288
H 0.1087 -0.3173 1.7712
H -1.6290 -1.9329 -0.0386
H -2.2246 0.4517 1.1997
H -2.8242 0.3220 -0.5779
*
```

Computed properties:
**SMILES**: OC[C@H]1C[C@@H](CF)O1
**Kohn-Sham gap**: 10.904 eV
**E_HOMO**: -9.934 eV



Question: which arrangement is favored energetically? Ranking from most to least stable: b, a.



--- a ---
This record from the OMol25 dataset describes a single CH4N4S molecule. The level of theory is wB97M-V/def2-TZVPD.

The geometry in ORCA input format:
```
! wB97M-V def2-TZVPD RIJCOSX def2/J DEFGRID3
* xyz 0 1
S 0.0546 -1.9726 2.9684
N 0.1168 -1.1109 1.5728
N -0.3640 -1.5806 0.5232
C -0.3724 -0.6179 -0.5532
N 0.2229 0.6311 0.0886
N 0.7420 0.2214 1.4422
H 0.3573 -0.9495 -1.2353
H -1.3733 -0.4696 -0.8914
H 1.0825 0.7793 -0.4886
H 0.4088 0.9339 2.0812
*
```

Computed properties:
**SMILES**: [S-][N+]1=NCNN1
**Kohn-Sham gap**: 8.576 eV
**E_HOMO**: -8.649 eV



--- b ---
This record from the OMol25 dataset describes a single CH4N4S molecule. The level of theory is wB97M-V/def2-TZVPD.

The geometry in ORCA input format:
```
! wB97M-V def2-TZVPD RIJCOSX def2/J DEFGRID3
* xyz 0 1
C 1.5464 -0.5529 -0.0634
N -1.6849 0.4683 0.9781
N -1.0183 -0.6201 1.0533
N -0.8812 0.4282 -1.1540
N -1.5639 1.0894 -0.1861
S -0.2406 -0.9731 -0.4387
H 2.1279 -0.5222 -0.9598
H 1.8059 -1.5664 0.3402
H 1.8907 0.2297 0.7486
H -1.9819 2.0191 -0.3181
*
```

Computed properties:
**Kohn-Sham gap**: 8.415 eV
**E_HOMO**: -7.548 eV



Question: which arrangement is favored energetically? Ranking from most to least stable: a, b.